{
  "formula": "C39H44N3OS",
  "method": "ωB97M-V/def2-TZVPD",
  "elements": ["C", "O", "C", "C", "C", "C", "C", "C", "C", "C", "N", "C", "C", "C", "C", "C", "S", "H", "H", "H", "H", "H", "H", "H", "H", "H", "H", "H", "H", "H", "H", "H", "H", "H", "C", "N", "C", "C", "C", "C", "C", "C", "C", "C", "C", "C", "C", "C", "C", "C", "C", "C", "C", "C", "N", "C", "C", "C", "C", "C", "C", "H", "H", "H", "H", "H", "H", "H", "H", "H", "H", "H", "H", "H", "H", "H", "H", "H", "H", "H", "H", "H", "H", "H", "H", "H", "H", "H"],
  "coordinates": [[0.8561, 1.6768, -0.1298], [1.5215, 2.4357, -1.1307], [1.4477, 1.9412, -2.4150], [2.4422, 0.9310, -2.7293], [2.1433, -0.1847, -3.5373], [3.1821, -1.0206, -3.9433], [4.4921, -0.7739, -3.5117], [4.7567, 0.2568, -2.6025], [3.7303, 1.0892, -2.1789], [0.6690, 2.6875, -3.3067], [1.1006, 3.1140, -4.5421], [2.3722, 2.6741, -5.0977], [0.3029, 4.0671, -5.1354], [0.6416, 4.6296, -6.4779], [-0.6727, 4.5052, -4.2906], [-1.5541, 5.6806, -4.4864], [-0.7214, 3.6236, -2.8100], [1.0253, 2.1834, 0.8242], [-0.2052, 1.6793, -0.4061], [1.2446, 0.6501, -0.0997], [1.0958, -0.3554, -3.8018], [2.9641, -1.8627, -4.6034], [5.3126, -1.3902, -3.8811], [5.7599, 0.4276, -2.2132], [3.8930, 1.8989, -1.4630], [2.5924, 3.2834, -5.9776], [3.1826, 2.8060, -4.3684], [2.3260, 1.6220, -5.4010], [-0.2330, 5.1683, -6.8586], [1.4640, 5.3613, -6.4495], [0.8957, 3.8659, -7.2251], [-1.5771, 5.9949, -5.5314], [-2.5701, 5.4305, -4.1681], [-1.2229, 6.5377, -3.8854], [2.6760, -4.4797, 6.5820], [2.2761, -4.9505, 5.2718], [2.8090, -6.2157, 4.8144], [1.4490, -4.2108, 4.4832], [1.1561, -4.6024, 3.1471], [0.4932, -3.7386, 2.2933], [0.0189, -2.4781, 2.7381], [-0.5857, -1.5148, 1.8284], [-0.2314, -1.5340, 0.4597], [-0.8855, -0.8381, -0.5541], [-1.0676, -1.3147, -1.8974], [-2.0328, -0.6975, -2.7394], [-2.5248, -1.3694, -3.8506], [-1.9680, -2.5987, -4.2337], [-0.8884, -3.1262, -3.5118], [-0.4049, -2.4737, -2.3783], [-1.5342, -0.5380, 2.3732], [-1.5349, 0.8134, 1.9817], [-2.3746, 1.7505, 2.5536], [-3.2957, 1.3603, 3.5559], [-4.0555, 2.2998, 4.1807], [-4.9712, 1.9513, 5.2427], [-3.9553, 3.7069, 3.8392], [-3.3852, -0.0184, 3.8896], [-2.4880, -0.9233, 3.3531], [0.2058, -2.1607, 4.1118], [0.8923, -2.9985, 4.9679], [1.8156, -4.4018, 7.2626], [3.4008, -5.1848, 6.9989], [3.1388, -3.4827, 6.5285], [3.3005, -6.1008, 3.8379], [3.5389, -6.5700, 5.5501], [2.0115, -6.9667, 4.6997], [1.4992, -5.5691, 2.7754], [0.3188, -4.0355, 1.2592], [0.5923, -2.1947, 0.1787], [-1.5470, -0.0194, -0.2809], [-2.4361, 0.2761, -2.4456], [-3.3571, -0.9437, -4.4130], [-2.3660, -3.1348, -5.0952], [-0.4291, -4.0673, -3.8251], [0.4425, -2.8768, -1.8178], [-0.8161, 1.1465, 1.2448], [-2.3114, 2.7976, 2.2523], [-5.5646, 1.0720, 4.9667], [-4.4446, 1.7288, 6.1840], [-5.6363, 2.8043, 5.4046], [-2.9111, 4.0462, 3.8361], [-4.3868, 3.9134, 2.8472], [-4.5116, 4.2741, 4.5909], [-4.1417, -0.3606, 4.5943], [-2.5258, -1.9608, 3.6838], [-0.1640, -1.2144, 4.5041], [1.0399, -2.7097, 6.0102]],
  "mulliken_charge": [-0.42, -0.61, 0.17, 0.41, -0.33, -0.80, -0.53, -0.61, -0.27, 0.13, 0.03, -0.99, 0.29, -1.86, 1.09, -1.45, -0.37, 0.30, -0.07, 0.33, 0.71, 0.42, 0.40, 0.41, 0.42, 0.46, 0.34, 0.25, 0.38, 0.31, 0.45, 0.35, 0.34, 0.27, -0.96, 0.11, -0.95, 1.15, -0.57, -0.87, -0.27, 0.13, -0.42, -0.58, 0.11, -0.10, -0.87, -0.29, -0.98, 0.14, -0.07, 0.11, -1.11, 1.34, 0.11, -1.04, -0.97, -0.78, -0.82, -0.66, -0.81, 0.33, 0.25, 0.38, 0.36, 0.25, 0.33, 0.41, 0.55, 0.82, 0.53, 0.36, 0.42, 0.42, 0.43, 0.39, 0.57, 0.43, 0.35, 0.33, 0.33, 0.34, 0.32, 0.31, 0.28, 0.58, 0.54, 0.37],
  "homo_lumo_gap_ev": 3.62,
  "e_above_lowest_kcal_mol": 6.3,
  "lumo_ha": -0.1598,
  "total_charge": 1
}

=====

{
  "formula": "C33H52CaN3O8S2Sb3",
  "method": "ωB97M-V/def2-TZVPD",
  "elements": ["Ca", "N", "C", "C", "O", "N", "C", "C", "O", "O", "H", "H", "H", "H", "H", "H", "C", "Sb", "C", "C", "C", "C", "C", "C", "C", "C", "C", "Sb", "C", "C", "H", "H", "H", "H", "H", "H", "H", "H", "H", "H", "H", "H", "H", "H", "H", "H", "H", "H", "H", "H", "O", "C", "C", "O", "C", "C", "O", "C", "O", "O", "S", "C", "N", "C", "C", "S", "H", "H", "H", "H", "H", "C", "C", "C", "Sb", "C", "C", "C", "C", "C", "C", "H", "H", "H", "H", "H", "H", "H", "H", "H", "H", "H", "H", "H", "H", "H", "H", "H", "H", "H", "H", "H"],
  "coordinates": [[-0.0346, -0.7771, -0.2397], [-3.1515, -1.6369, -2.3711], [-2.0378, -2.5338, -2.7194], [-1.6050, -3.3798, -1.5123], [-1.8466, -4.5982, -1.5101], [-0.9799, -2.6812, -0.5613], [-0.6063, -3.4635, 0.6127], [0.4617, -2.7164, 1.4023], [1.4931, -3.3283, 1.7363], [0.2461, -1.4796, 1.6441], [-3.0097, -1.3310, -1.4171], [-3.0981, -0.7840, -2.9157], [-1.1539, -1.9959, -3.0931], [-2.3788, -3.2298, -3.4884], [-0.2168, -4.4441, 0.3352], [-1.4797, -3.6217, 1.2646], [1.6457, 3.5380, 2.1506], [1.8598, 1.5112, 1.2997], [2.6897, 0.7618, 3.1595], [3.7330, 2.1672, 0.2969], [4.9970, 1.5775, 0.8085], [5.6869, 2.2405, 1.8257], [6.8627, 1.7442, 2.3673], [7.3838, 0.5573, 1.8747], [6.7227, -0.1080, 0.8545], [5.5302, 0.3691, 0.3010], [4.8189, -0.4289, -0.7234], [3.2587, -1.5993, 0.3458], [4.6253, -3.2500, 0.7455], [2.6184, -2.6179, -1.4554], [2.4790, 3.7516, 2.8223], [0.7072, 3.6482, 2.6954], [1.6496, 4.2602, 1.3317], [3.7782, 0.8196, 3.1406], [2.3819, -0.2788, 3.2610], [2.3001, 1.3421, 3.9973], [3.7280, 3.2464, 0.4461], [3.5632, 1.9647, -0.7601], [5.2749, 3.1723, 2.2006], [7.3656, 2.2825, 3.1623], [8.3043, 0.1540, 2.2817], [7.1369, -1.0329, 0.4659], [5.4889, -1.1162, -1.2412], [4.2738, 0.1764, -1.4474], [5.1982, -3.4909, -0.1501], [4.0021, -4.0965, 1.0319], [5.3073, -3.0130, 1.5633], [3.4667, -3.1448, -1.8903], [2.2180, -1.9113, -2.1797], [1.8453, -3.3390, -1.1816], [0.1016, 3.4043, -4.6580], [0.0929, 2.6507, -3.7114], [-1.1292, 2.0794, -3.0457], [-2.2919, 2.2910, -3.3694], [-0.6492, 1.2113, -1.9815], [0.7639, 1.0805, -2.0716], [1.4237, 0.2264, -1.3899], [1.2926, 2.0812, -3.0003], [2.4589, 2.3979, -3.1599], [-1.3508, 0.5814, -1.1095], [0.8744, -0.5937, -5.0469], [-0.2667, -1.6111, -5.6114], [-1.5543, -1.2869, -5.8568], [-2.5022, -2.3649, -6.0676], [-1.6935, -3.5372, -6.6131], [-0.0088, -3.3255, -5.9403], [-1.8743, -0.3989, -5.4951], [-3.2625, -2.0489, -6.7837], [-2.9981, -2.6354, -5.1319], [-1.6271, -3.5117, -7.7000], [-2.0804, -4.4986, -6.2856], [-4.1472, 1.8321, 4.2949], [-2.8635, 2.2106, 3.5659], [-1.6794, 2.2134, 4.5335], [-2.2443, 1.0661, 1.7386], [-3.3410, -0.8404, 1.9809], [-4.8624, -0.8028, 1.9364], [-2.8064, -1.5124, 3.2446], [-3.5154, 2.2444, 0.3755], [-2.7058, 3.4933, 0.0352], [-4.9055, 2.6180, 0.8726], [-4.3178, 2.5170, 5.1363], [-4.0884, 0.8241, 4.7066], [-5.0174, 1.8871, 3.6393], [-2.9859, 3.2262, 3.1726], [-1.4998, 1.2111, 4.9327], [-1.8649, 2.8859, 5.3806], [-0.7628, 2.5346, 4.0375], [-2.9742, -1.4128, 1.1217], [-5.2702, -0.1394, 2.7007], [-5.2658, -1.8062, 2.1188], [-5.2194, -0.4754, 0.9588], [-3.1037, -0.9689, 4.1436], [-1.7154, -1.5664, 3.2153], [-3.1935, -2.5339, 3.3295], [-3.5855, 1.6268, -0.5211], [-2.6017, 4.1480, 0.9079], [-3.1919, 4.0646, -0.7616], [-1.7048, 3.2283, -0.3119], [-4.8430, 3.2489, 1.7642], [-5.5100, 1.7421, 1.1108], [-5.4362, 3.1887, 0.1013]],
  "mulliken_charge": [1.72, -0.65, 1.02, -0.79, -0.85, 0.01, -0.63, 0.00, -0.82, -0.12, -0.03, 0.36, -0.41, 0.27, 0.49, 0.30, -1.39, 0.30, -1.28, -0.96, 0.58, -0.45, -0.60, -0.63, -0.74, 0.81, -1.55, 0.51, -1.39, -1.20, 0.35, 0.17, 0.47, 0.32, 0.33, 0.42, 0.75, 0.19, 0.29, 0.37, 0.37, 0.35, 0.74, 0.46, 0.44, 0.31, 0.35, 0.71, 0.19, 0.31, -0.69, 0.33, -0.29, -0.78, 1.03, 0.18, -0.26, -0.52, -0.73, 0.33, -0.20, 0.21, -0.26, -0.49, -0.56, -0.12, 0.28, 0.39, 0.15, 0.37, 0.39, -1.60, 0.47, -1.17, 0.11, 1.66, -1.58, -1.47, 0.72, -1.38, -1.56, 0.42, 0.25, 0.24, 0.38, 0.31, 0.43, -0.01, -0.71, 0.21, 0.51, 0.32, 0.19, 0.22, 0.43, 0.24, 0.33, 0.40, 0.16, 0.23, 0.27, 0.48],
  "homo_lumo_gap_ev": 6.24,
  "e_above_lowest_kcal_mol": 59.3,
  "lumo_ha": 0.1396,
  "total_charge": -2
}

=====

{
  "formula": "C21H25F19N3O3",
  "method": "ωB97M-V/def2-TZVPD",
  "elements": ["C", "C", "C", "C", "C", "C", "C", "C", "N", "C", "N", "N", "C", "O", "C", "F", "F", "F", "H", "H", "H", "H", "H", "H", "H", "H", "H", "H", "H", "H", "H", "H", "H", "H", "H", "C", "C", "C", "F", "F", "F", "F", "O", "C", "C", "F", "F", "F", "F", "H", "H", "H", "H", "C", "C", "C", "F", "F", "F", "F", "O", "C", "C", "F", "F", "F", "F", "H", "H", "H", "H"],
  "coordinates": [[-1.2459, 3.0845, 3.8817], [-0.7614, 2.8155, 2.8117], [-0.1920, 2.4860, 1.4990], [-0.0582, 0.9649, 1.2760], [-1.3011, 0.3655, 0.5851], [-2.3456, -0.2334, 1.5797], [-3.6062, 0.6160, 1.8023], [-4.3799, 0.9251, 0.5092], [-4.9562, 2.2875, 0.4498], [-4.2089, 3.2229, -0.2687], [-3.6101, 4.1804, 0.3168], [-4.2231, 3.0578, -1.6759], [1.1830, 0.6322, 0.5245], [1.1746, 0.6774, -1.0360], [1.1434, 1.8434, -1.6316], [-0.1052, 2.3010, -1.9236], [1.7798, 1.7466, -2.8610], [1.7859, 2.8467, -0.9788], [-1.8122, 3.2098, 4.7730], [0.8075, 2.9375, 1.4773], [-0.7958, 3.0026, 0.7332], [-0.9976, -0.4351, -0.0914], [-1.8011, 1.1739, 0.0330], [-1.8230, -0.2936, 2.5364], [-2.6118, -1.2588, 1.3159], [-4.2797, 0.0376, 2.4461], [-3.3332, 1.5132, 2.3613], [-3.7495, 0.7606, -0.3627], [-5.2123, 0.2194, 0.4282], [-5.1281, 2.6502, 1.3775], [-3.1902, 4.7963, -0.3773], [-3.3047, 2.8386, -2.0403], [-4.8897, 2.3425, -1.9363], [1.4322, -0.4171, 0.6930], [2.0336, 1.2182, 0.8793], [5.0626, 2.6864, -2.0677], [5.5581, 3.7611, -3.0443], [6.2032, 3.2847, -4.3453], [7.3258, 2.5737, -4.1085], [6.5484, 4.3669, -5.0880], [6.3865, 4.6234, -2.4100], [4.4580, 4.4660, -3.4296], [5.9027, 2.3729, -0.9690], [6.8904, 1.4349, -1.0634], [8.2695, 2.0499, -0.8105], [8.5381, 3.0137, -1.7138], [9.2138, 1.0848, -0.9312], [6.8588, 0.7637, -2.2301], [6.6939, 0.5313, -0.0754], [4.1755, 3.1125, -1.6024], [4.7196, 1.7912, -2.5866], [5.5015, 2.6758, -4.9209], [8.3112, 2.4752, 0.1937], [-1.8506, -5.5673, 0.4335], [-2.2847, -4.3442, 1.2550], [-2.3175, -4.4996, 2.7764], [-3.2077, -5.4514, 3.1444], [-2.6997, -3.3330, 3.3317], [-3.4776, -3.8959, 0.8067], [-1.3498, -3.3913, 1.0051], [-2.8761, -6.3583, -0.1431], [-3.4474, -7.3972, 0.5357], [-4.9456, -7.1685, 0.7530], [-5.1561, -6.0521, 1.4728], [-5.4541, -8.2210, 1.4389], [-2.8161, -7.6676, 1.6922], [-3.3375, -8.5005, -0.2462], [-1.3267, -5.1506, -0.4249], [-1.1263, -6.1784, 0.9728], [-1.3270, -4.7646, 3.1568], [-5.4551, -7.0810, -0.2085]],
  "mulliken_charge": [-0.29, -0.90, 0.14, 0.18, -0.28, 0.00, -0.74, -0.79, -0.39, 0.53, -0.67, -0.65, -1.42, -0.39, 0.88, -0.28, -0.32, -0.29, 0.45, 0.35, 0.11, 0.50, -0.13, 0.52, -0.52, 0.36, 0.27, 0.37, 0.36, 0.32, 0.26, 0.26, 0.32, 0.45, 0.44, -0.54, 0.90, 0.08, -0.23, -0.28, -0.30, -0.31, -0.41, 0.81, 0.20, -0.22, -0.27, -0.29, -0.30, 0.20, 0.44, 0.29, 0.23, -0.90, 1.13, 0.08, -0.24, -0.22, -0.32, -0.29, -0.39, 0.82, 0.18, -0.21, -0.27, -0.28, -0.31, 0.42, 0.33, 0.27, 0.25],
  "homo_lumo_gap_ev": 4.80,
  "lumo_ha": 0.0801,
  "total_charge": -1
}

=====

{
  "formula": "C26H17F8N7OSV",
  "method": "ωB97M-V/def2-TZVPD",
  "elements": ["V", "N", "C", "S", "N", "N", "C", "C", "C", "C", "C", "C", "N", "H", "H", "H", "H", "H", "H", "H", "O", "C", "N", "C", "C", "C", "C", "C", "C", "N", "C", "C", "C", "C", "C", "N", "H", "H", "H", "H", "H", "H", "H", "H", "H", "H", "F", "C", "F", "F", "F", "C", "C", "C", "F", "C", "F", "C", "F", "C", "F"],
  "coordinates": [[8.5079, 9.0953, 9.3802], [6.2367, 7.5958, 12.1713], [7.1610, 8.5664, 12.4622], [7.3509, 9.5154, 13.8297], [7.7890, 8.9258, 11.2754], [8.6700, 9.9141, 11.1779], [8.9555, 10.8578, 12.0503], [10.3224, 11.2616, 12.2808], [10.7734, 11.5359, 13.6088], [12.0882, 11.7096, 13.8491], [13.0027, 11.7020, 12.7585], [12.4386, 11.6280, 11.4611], [11.1203, 11.4934, 11.2573], [5.8840, 7.0848, 12.9545], [6.3744, 7.1116, 11.2799], [8.0895, 11.3812, 12.5127], [10.0241, 11.6497, 14.3685], [12.4080, 12.0250, 14.8522], [14.0672, 11.8604, 13.0610], [13.0268, 11.6541, 10.5486], [11.7871, 7.2510, 7.9841], [10.9176, 7.9927, 8.4219], [9.8274, 7.6881, 9.2186], [9.7261, 6.3668, 9.8783], [10.6120, 6.0728, 11.0983], [10.8785, 6.9434, 12.1929], [11.7225, 6.4908, 13.2235], [12.2204, 5.2149, 13.1262], [11.8528, 4.3809, 12.0009], [11.0951, 4.8248, 11.0796], [10.9964, 9.5080, 8.0915], [12.2133, 10.0661, 7.7219], [12.2794, 11.4796, 7.8214], [11.1739, 12.2336, 8.1179], [9.9503, 11.6094, 8.3128], [9.9263, 10.2407, 8.4393], [8.6220, 6.1841, 10.0066], [10.2031, 5.7740, 9.1072], [10.4560, 7.9167, 12.1126], [11.9563, 7.1606, 14.0112], [12.8678, 4.8823, 13.9807], [12.0638, 3.3638, 12.0192], [13.0286, 9.5571, 7.1995], [13.2976, 11.9730, 7.5988], [11.2377, 13.3148, 8.1324], [9.0126, 12.1564, 8.2962], [6.9926, 7.5059, 7.1859], [6.7391, 7.6405, 8.5208], [6.7607, 6.3288, 9.0712], [5.4617, 8.0647, 8.7387], [5.8396, 11.0076, 10.0856], [6.0895, 11.0346, 8.7212], [7.0767, 10.2884, 8.0836], [7.1798, 10.4147, 6.7117], [8.0433, 9.6066, 6.0222], [6.3695, 11.2565, 5.9754], [6.6828, 11.4536, 4.6381], [5.2816, 11.9002, 6.5675], [4.3928, 12.5918, 5.8464], [5.2459, 11.8440, 7.9534], [4.2548, 12.5037, 8.5939]],
  "lowdin_spin": [1.31, 0.00, 0.00, -0.01, -0.05, -0.06, 0.06, 0.00, 0.01, 0.00, 0.01, 0.00, 0.01, 0.00, 0.00, 0.00, 0.00, 0.00, 0.00, 0.00, -0.01, 0.00, -0.03, 0.00, 0.00, 0.00, 0.00, 0.00, 0.00, 0.00, 0.01, 0.00, 0.00, 0.00, 0.01, 0.00, 0.00, 0.00, 0.00, 0.00, 0.00, 0.00, 0.00, 0.00, 0.00, 0.00, -0.03, -0.13, -0.02, -0.02, 0.00, 0.00, -0.05, 0.00, 0.00, 0.00, 0.00, 0.01, 0.00, 0.00, 0.00],
  "homo_lumo_gap_ev": [6.22, 6.81],
  "lumo_ha": [-0.0676, -0.0520],
  "multiplicity": 2
}

=====

Number 1: largest force on an atom 0.045 hartree/bohr. Number 2: largest force on an atom 0.050 hartree/bohr. Number 3: largest force on an atom 0.060 hartree/bohr. Number 4: largest force on an atom 0.089 hartree/bohr.